Density functional theory data (ωB97M-V/def2-TZVPD) for 2 unconnected molecules or ions with the total composition C2H3ClFNO at a distorted geometry.

Highest occupied orbital energy (spin up / spin down) = -9.587 / -9.229 eV
ΔE to the lowest compared entry with this formula, charge and spin = 420.8 kJ/mol
Gap between HOMO and LUMO (spin up / spin down) = 0.3248 / 0.3114 Eh
Calculated total energy = -20895.95899 eV

Last column: Löwdin charge in e.
CARTESIAN COORDINATES (ANGSTROEM)
C (-0.030962, -0.340116, -1.844359)  -0.3099
C (0.269050, 0.501878, 1.175915)  -0.2698
N (0.118897, -0.753143, 0.527467)  -0.5085
O (-1.067148, -0.468152, -2.367746)  0.1389
F (1.125890, 0.032228, -2.323252)  0.1283
Cl (-1.420331, -1.422875, 0.716829)  0.5886
H (1.202937, 0.944431, 0.828483)  0.0773
H (-0.563391, 1.199077, 1.034235)  0.0722
H (0.365058, 0.306672, 2.252428)  0.0829

Cartesian forces, eV/Å:
C -0.871 -0.183 1.652
C -0.212 0.725 0.449
N 0.254 -0.902 -1.761
O 0.633 0.051 -0.108
F 0.285 0.069 -0.372
Cl -0.084 0.214 0.207
H -0.038 -0.002 -0.012
H 0.050 -0.030 -0.021
H -0.018 0.059 -0.034